# C35H42Cl2CrN3OPS4SbTe

C35H42Cl2CrN3OPS4SbTe as an isolated structure (ωB97M-V/def2-TZVPD, the OMol25 dataset).

Structure (XYZ):
```
91
Properties=species:S:1:pos:R:3
Cr 1.297 1.112 1.264
S 4.863 0.906 4.413
Sb 2.572 0.790 4.448
S 1.837 -0.713 2.657
S 1.790 2.556 2.862
O -0.714 0.793 1.487
S -1.285 0.298 2.801
C -2.996 -0.006 2.352
C -3.320 -0.166 1.017
C -4.627 -0.514 0.688
C -5.576 -0.705 1.679
C -5.229 -0.545 3.019
C -3.933 -0.199 3.360
C -1.561 1.802 3.732
C -1.209 1.814 5.068
C -1.354 2.994 5.791
C -1.834 4.131 5.164
C -2.168 4.107 3.811
C -2.029 2.940 3.086
H -2.563 -0.024 0.252
H -4.888 -0.643 -0.355
H -6.589 -0.981 1.415
H -5.970 -0.688 3.795
H -3.656 -0.064 4.399
H -0.772 0.933 5.522
H -1.053 3.028 6.830
H -1.925 5.055 5.723
H -2.510 5.008 3.318
H -2.233 2.904 2.022
Cl 0.195 3.072 -0.213
C 0.848 4.598 0.415
Cl -0.288 5.951 0.156
H 1.762 4.812 -0.127
H 1.016 4.479 1.480
C 2.937 0.972 0.083
C 3.252 2.103 -0.808
C 2.869 2.095 -2.157
C 3.142 3.167 -2.991
C 3.813 4.284 -2.505
C 4.209 4.304 -1.172
C 3.929 3.234 -0.333
H 3.668 0.861 0.893
H 2.842 0.019 -0.441
H 2.332 1.235 -2.545
H 2.823 3.122 -4.027
H 4.026 5.127 -3.153
H 4.739 5.165 -0.779
H 4.217 3.263 0.712
C -1.716 -5.617 1.732
N -1.744 -5.107 0.363
C -0.428 -5.340 -0.234
N 0.685 -4.790 0.526
C 0.628 -5.318 1.883
N -0.645 -5.084 2.568
C -0.839 -3.645 2.811
P -0.878 -2.592 1.277
C -2.072 -3.672 0.343
C 0.658 -3.319 0.526
H -1.592 -6.704 1.680
H -2.676 -5.398 2.208
H -0.417 -4.912 -1.239
H -0.285 -6.424 -0.310
H 1.431 -4.870 2.471
H 0.784 -6.401 1.834
H -0.022 -3.270 3.435
H -1.770 -3.507 3.371
H -2.092 -3.319 -0.692
H -3.079 -3.534 0.751
H 1.518 -2.934 1.077
H 0.733 -2.948 -0.497
C 1.980 0.281 -7.496
C 1.420 0.153 -6.103
C 0.574 1.114 -5.573
C 0.055 1.016 -4.282
C -0.822 2.131 -3.783
C 0.381 -0.086 -3.473
Te -0.340 -0.228 -1.471
C 1.242 -1.064 -4.008
C 1.654 -2.260 -3.197
C 1.741 -0.932 -5.300
H 1.647 1.208 -7.966
H 1.664 -0.549 -8.133
H 3.072 0.286 -7.486
H 0.309 1.978 -6.178
H -1.103 2.796 -4.604
H -0.296 2.717 -3.025
H -1.719 1.744 -3.299
H 2.182 -1.951 -2.293
H 2.299 -2.923 -3.777
H 0.775 -2.816 -2.861
H 2.410 -1.699 -5.683
```

HOMO level (alpha / beta) (eV): -1.28 / -1.18
<S²>: 0.774
Multiplicity: 2
Calculated total energy (hartree): -6005.70618
Total charge: -2
Kohn-Sham gap (alpha / beta) (eV): 5.1 / 5.0

---

# C36H65N12ORuS2Te

C36H65N12ORuS2Te as an isolated structure (ωB97M-V/def2-TZVPD, the OMol25 dataset).

Structure (XYZ):
```
118
Properties=species:S:1:pos:R:3
Ru -0.405 0.737 -0.726
C -5.332 2.375 2.396
N -4.352 2.251 1.317
C -4.436 3.289 0.300
C -3.439 1.262 1.231
N -2.945 0.784 0.135
C -3.679 0.861 -1.123
C -3.160 -0.254 -2.015
N -1.783 0.040 -2.458
C -1.076 -1.198 -2.833
C 0.385 -0.950 -3.155
N 1.044 -0.135 -2.120
C 2.374 -0.109 -2.164
N 3.080 -0.643 -3.207
C 4.250 -1.481 -2.973
C 2.815 -0.283 -4.595
N 3.113 0.446 -1.181
C 4.461 0.958 -1.426
C 2.613 0.754 0.138
C -1.759 1.096 -3.506
C -0.767 2.214 -3.182
N -0.900 2.614 -1.774
C -1.022 3.889 -1.460
N -1.452 4.846 -2.331
C -2.565 4.634 -3.242
C -0.792 6.144 -2.437
N -0.764 4.309 -0.195
C 0.059 3.565 0.729
C -1.359 5.517 0.369
N -2.932 0.675 2.435
C -2.687 1.582 3.564
C -3.665 -0.538 2.858
H -6.305 2.584 1.954
H -5.079 3.190 3.077
H -5.419 1.449 2.952
H -4.596 4.243 0.802
H -5.263 3.127 -0.395
H -3.500 3.335 -0.249
H -3.500 1.818 -1.619
H -4.759 0.771 -0.982
H -3.819 -0.424 -2.873
H -3.120 -1.180 -1.438
H -1.561 -1.689 -3.686
H -1.147 -1.877 -1.979
H 0.455 -0.467 -4.130
H 0.879 -1.920 -3.252
H 4.345 -1.698 -1.911
H 5.169 -1.009 -3.326
H 4.126 -2.425 -3.507
H 2.221 0.629 -4.646
H 2.313 -1.076 -5.153
H 3.768 -0.079 -5.084
H 4.645 1.047 -2.492
H 5.218 0.315 -0.977
H 4.539 1.951 -0.981
H 1.754 0.134 0.391
H 2.360 1.814 0.229
H 3.381 0.520 0.877
H -2.762 1.515 -3.574
H -1.542 0.662 -4.485
H -0.909 3.037 -3.880
H 0.251 1.852 -3.336
H -3.053 3.686 -3.025
H -2.252 4.646 -4.289
H -3.298 5.432 -3.105
H 0.105 6.161 -1.825
H -1.450 6.961 -2.134
H -0.498 6.308 -3.475
H 0.622 2.799 0.194
H -0.545 3.095 1.513
H 0.783 4.230 1.207
H -2.241 5.804 -0.196
H -0.657 6.352 0.384
H -1.658 5.306 1.397
H -3.580 1.743 4.170
H -2.327 2.541 3.195
H -1.922 1.146 4.202
H -3.903 -1.146 1.988
H -4.587 -0.288 3.386
H -3.042 -1.117 3.542
C 0.286 -7.436 0.641
C 0.344 -7.077 2.120
C -0.607 -5.944 2.498
N -0.428 -4.745 1.657
C 0.574 -3.901 1.727
S 0.727 -2.626 0.520
N 1.464 -3.998 2.715
C 2.654 -3.175 2.938
O 2.803 -2.727 4.036
C 3.634 -3.089 1.838
C 3.688 -4.037 0.819
C 4.703 -3.973 -0.123
C 5.653 -2.962 -0.050
C 5.599 -2.015 0.969
C 4.595 -2.083 1.920
H 0.854 -8.344 0.445
H 0.708 -6.649 0.012
H -0.740 -7.619 0.317
H 1.366 -6.820 2.412
H 0.064 -7.938 2.728
H -0.498 -5.655 3.546
H -1.645 -6.247 2.371
H -1.032 -4.632 0.856
H 1.237 -4.581 3.513
H 2.973 -4.850 0.780
H 4.777 -4.733 -0.889
H 6.459 -2.929 -0.772
H 6.360 -1.249 1.040
H 4.559 -1.384 2.746
Te -0.967 -0.930 1.380
C 0.107 -0.429 3.066
C 1.048 0.556 3.221
C 1.536 0.632 4.548
C 0.954 -0.291 5.369
S -0.183 -1.249 4.544
H 1.378 1.201 2.416
H 2.287 1.333 4.883
H 1.147 -0.460 6.417
```

ΔE to the lowest compared entry with this formula, charge and spin (kJ/mol): 0.0
HOMO level (alpha / beta) (eV): -15.06 / -15.52
<S²>: 6.012
Multiplicity: 5
Calculated total energy (hartree): -3301.46590
Total charge: +3
Kohn-Sham gap (alpha / beta) (eV): 7.3 / 7.3

---

# C4H7NO2

One molecule with the formula C4H7NO2 (ωB97M-V/def2-TZVPD, the OMol25 dataset).

Structure (XYZ):
```
14
Properties=species:S:1:pos:R:3
C -1.467 -1.238 -0.197
C -0.276 -0.375 -0.152
N -0.101 0.784 0.391
O -1.091 1.674 0.751
C 1.208 -0.465 -0.667
C 1.334 0.959 0.218
O 1.953 -1.461 -0.490
H -1.975 -1.110 -1.161
H -1.126 -2.277 -0.128
H -2.162 -1.001 0.610
H -0.876 1.930 1.661
H 1.058 -0.044 -1.701
H 1.627 1.898 -0.259
H 1.895 0.726 1.124
```

ΔE to the lowest compared entry with this formula, charge and spin (kJ/mol): 507.6
HOMO level (eV): -7.77
Multiplicity: 1
Calculated total energy (hartree): -361.68751
Kohn-Sham gap (eV): 8.0

---

# CH2S2

One molecule with the formula CH2S2 at a distorted geometry (ωB97M-V/def2-TZVPD, the OMol25 dataset).

Structure (XYZ):
```
5
Properties=species:S:1:pos:R:3
C 0.477 0.025 -0.074
S -0.993 1.073 -0.070
S -1.260 -0.994 -0.015
H 1.077 -0.100 -0.905
H 0.698 -0.004 1.065
```

Structure (SMILES): C1SS1
ΔE to the lowest compared entry with this formula, charge and spin (kJ/mol): 71.2
HOMO level (eV): -8.40
Multiplicity: 1
Calculated total energy (hartree): -835.62068
Kohn-Sham gap (eV): 8.6